[1]
Below is a cluster of 6 separate species, C15H28Cl6F3N3O5 in total at a distorted geometry, with properties calculated with ωB97M-V with the def2-TZVPD basis set.

```
! wB97M-V def2-TZVPD RIJCOSX def2/J DEFGRID3
* xyz 0 1
C -1.624 -3.513 1.313
O -0.861 -4.472 1.311
N -1.511 -2.250 0.763
C -0.326 -1.848 0.080
C -2.474 -1.153 0.958
H -2.433 -3.490 2.059
H -0.343 -2.114 -0.977
H 0.529 -2.446 0.396
H -0.219 -0.764 0.115
H -2.671 -0.670 0.001
H -3.467 -1.453 1.293
H -2.141 -0.405 1.677
C 5.067 -7.069 -1.148
O 6.033 -6.335 -1.149
N 5.027 -8.305 -1.659
C 3.713 -9.087 -1.906
C 6.269 -8.876 -2.189
H 4.147 -6.774 -0.619
H 2.897 -8.540 -1.433
H 3.746 -10.093 -1.488
H 3.474 -9.200 -2.964
H 6.767 -9.621 -1.569
H 6.018 -9.333 -3.146
H 6.986 -8.121 -2.509
C 3.330 6.141 4.693
O 3.910 7.205 4.594
N 2.033 6.015 4.808
C 1.373 4.759 5.158
C 1.223 7.258 4.741
H 3.873 5.183 4.699
H 0.942 4.767 6.159
H 1.965 3.852 5.034
H 0.448 4.491 4.646
H 0.378 7.040 4.087
H 0.709 7.421 5.689
H 1.664 8.136 4.270
C 2.732 7.845 -1.867
C 1.482 8.174 -2.657
O 0.940 7.191 -3.510
C 0.069 6.300 -3.044
O -0.183 6.160 -1.814
C -0.456 5.256 -4.105
F -0.252 5.567 -5.390
F 0.111 4.091 -3.824
F -1.770 5.045 -3.988
H 2.904 8.583 -1.084
H 3.612 7.769 -2.506
H 2.588 6.840 -1.469
H 1.767 9.030 -3.270
H 0.673 8.509 -2.008
C -4.556 -5.096 -3.767
Cl -4.477 -3.454 -4.339
Cl -3.858 -6.256 -4.974
Cl -6.186 -5.700 -3.310
H -4.019 -5.351 -2.853
C -11.164 -3.317 2.925
Cl -9.432 -3.774 2.846
Cl -12.103 -4.696 2.289
Cl -11.418 -1.879 1.962
H -11.451 -3.172 3.967
*
```

Values from the calculation:
Maximum force ... 4.69 eV/Å
Energy relative to the best compared isomer or geometry (same formula, charge and spin) ... 1.340 eV
Gap between HOMO and LUMO ... 9.567 eV
SMILES ... CCOC(=O)C(F)(F)F.ClC(Cl)Cl.ClC(Cl)Cl.CN(C)C=O.CN(C)C=O.CN(C)C=O
HOMO energy ... -9.4 eV

***

[2]
Below is a structure of composition C15H28F3NO13 at a distorted geometry, with properties calculated with ωB97M-V with the def2-TZVPD basis set.

```
! wB97M-V def2-TZVPD RIJCOSX def2/J DEFGRID3
* xyz 0 1
N -0.695 1.474 0.459
H -1.017 2.031 1.297
H 0.241 1.610 0.144
H -1.200 1.877 -0.415
H -0.778 0.573 0.651
O 0.814 -0.683 -1.006
H 0.142 -1.039 -0.730
C 2.612 -2.858 0.927
C 3.467 -1.714 0.406
O 4.459 -2.486 -0.186
C 4.313 -3.740 -0.149
O 5.027 -4.554 -0.702
O 3.151 -4.009 0.391
F 3.938 -0.892 1.208
H 1.361 -2.703 0.848
H 2.628 -3.038 2.277
H 2.945 -1.129 -0.344
C -0.911 -0.371 -4.119
C -0.443 -1.800 -4.006
O 0.214 -2.031 -5.282
C 0.141 -0.870 -6.031
O 0.457 -0.803 -7.240
O -0.500 0.076 -5.413
F -1.541 -2.550 -3.903
H -0.415 0.330 -3.585
H -2.032 -0.370 -4.032
H 0.294 -1.830 -3.287
C 3.107 1.533 -2.846
C 3.033 2.094 -1.311
O 1.863 2.976 -1.265
C 1.427 2.975 -2.560
O 0.363 3.595 -2.870
O 2.019 2.132 -3.483
F 4.100 2.878 -0.989
H 3.033 0.532 -2.944
H 4.003 1.880 -3.374
H 2.826 1.260 -0.606
C -2.112 -1.924 -0.443
O -2.269 -1.213 0.809
C -1.954 -1.900 1.976
C -2.346 -1.059 3.196
O -1.717 0.118 3.152
C -1.698 0.866 4.370
C -1.795 2.378 4.299
O -3.172 2.557 3.944
C -3.495 3.952 3.862
H -1.282 -2.548 -0.566
H -2.176 -1.109 -1.208
H -2.818 -2.851 -0.763
H -0.892 -2.350 1.869
H -2.546 -2.819 1.996
H -2.420 -1.473 4.170
H -3.472 -0.742 3.176
H -0.642 0.618 4.977
H -2.507 0.477 5.183
H -1.128 2.611 3.474
H -1.356 3.019 5.194
H -3.588 4.470 4.868
H -4.371 4.247 3.346
H -2.693 4.316 3.190
*
```

Values from the calculation:
Maximum force ... 13.97 eV/Å
Energy relative to the best compared isomer or geometry (same formula, charge and spin) ... 0.971 eV
Gap between HOMO and LUMO ... 7.955 eV
HOMO energy ... -8.6 eV

***

[3]
Below is a structure of composition C15H28N3O8PS3, with properties calculated with ωB97M-V with the def2-TZVPD basis set.

```
! wB97M-V def2-TZVPD RIJCOSX def2/J DEFGRID3
* xyz 0 1
N 4.668 2.167 2.779
P 4.337 3.830 3.087
O 4.853 4.504 1.676
C 2.560 3.863 2.663
C 2.058 3.378 1.497
C 0.663 3.366 1.198
C -0.266 3.830 2.070
C -1.737 3.736 1.767
C -2.269 2.295 1.766
C -2.416 1.604 3.123
O -1.453 2.012 4.087
C 0.222 4.396 3.276
N -0.527 4.966 4.232
S 0.483 5.440 5.371
N 1.888 4.986 4.766
C 1.627 4.417 3.581
H 3.948 1.707 2.232
H 4.726 1.689 3.672
H 5.739 4.858 1.812
H 2.759 2.990 0.764
H 0.337 2.948 0.252
H -2.304 4.406 2.412
H -1.865 4.096 0.741
H -3.268 2.329 1.318
H -1.630 1.705 1.112
H -2.326 0.526 2.957
H -3.408 1.796 3.536
H -0.751 1.356 4.120
O -0.593 -0.364 0.602
S -0.176 -1.733 0.521
O 0.147 -2.433 1.727
O 1.039 -1.825 -0.493
C 2.159 -0.931 -0.281
C 3.030 -1.330 0.891
C -1.330 -2.670 -0.412
H 1.779 0.087 -0.173
H 2.718 -0.982 -1.212
H 2.497 -1.240 1.837
H 3.908 -0.683 0.925
H 3.358 -2.365 0.791
H -1.556 -2.149 -1.337
H -2.222 -2.767 0.204
H -0.900 -3.648 -0.611
O -4.008 -3.764 -4.638
S -2.726 -4.081 -4.091
O -1.876 -3.035 -3.606
O -1.925 -4.968 -5.130
C -1.773 -4.457 -6.479
C -0.762 -3.335 -6.577
C -2.901 -5.302 -2.836
H -2.752 -4.155 -6.852
H -1.448 -5.322 -7.053
H -1.095 -2.446 -6.045
H -0.616 -3.073 -7.625
H 0.194 -3.641 -6.153
H -3.523 -6.108 -3.213
H -3.380 -4.812 -1.991
H -1.914 -5.662 -2.557
*
```

Values from the calculation:
Maximum force ... 0.57 eV/Å
Gap between HOMO and LUMO ... 8.282 eV
HOMO energy ... -8.4 eV

***

[4]
Below is a structure of composition C15H28N5O4PRbS2Se2 at a distorted geometry, with properties calculated with ωB97M-V with the def2-TZVPD basis set.

```
! wB97M-V def2-TZVPD RIJCOSX def2/J DEFGRID3
* xyz -1 1
Rb -0.938 -0.580 0.725
C 0.527 3.924 5.763
S 0.089 2.201 6.038
C -0.688 1.822 4.512
S -1.108 0.127 4.283
N -0.945 2.761 3.687
N -1.410 2.344 2.445
C -2.333 3.082 1.978
C -2.833 2.932 0.601
C -3.762 3.848 0.118
C -4.143 3.767 -1.213
C -3.573 2.792 -2.010
C -2.658 1.912 -1.437
N -2.309 1.967 -0.159
H 1.034 4.254 6.668
H -0.363 4.526 5.595
H 1.193 4.024 4.909
H -2.739 3.908 2.564
H -4.162 4.613 0.770
H -4.861 4.468 -1.621
H -3.817 2.705 -3.060
H -2.149 1.154 -2.025
O -0.149 -3.938 -5.675
C -0.522 -2.621 -5.263
C 0.067 -2.273 -3.878
C 1.592 -2.394 -4.072
O 2.412 -1.925 -3.020
C -0.545 -3.285 -2.902
Se -0.267 -3.230 -0.949
C -0.433 -0.834 -3.632
Se 0.433 0.336 -2.294
H -0.626 -4.139 -6.482
H -1.614 -2.541 -5.206
H -0.159 -1.893 -5.997
H 1.849 -1.848 -4.993
H 1.839 -3.444 -4.237
H 2.026 -1.051 -2.754
H -0.258 -4.280 -3.238
H -1.629 -3.215 -3.033
H -1.492 -0.914 -3.365
H -0.381 -0.286 -4.576
N 2.724 -2.242 -0.200
C 2.589 -0.988 0.581
P 2.103 -1.525 2.286
O 3.067 -2.628 2.601
O 0.621 -1.712 2.331
C 2.496 -0.086 3.360
N 2.103 -0.467 4.722
H 3.164 -2.942 0.404
H 3.227 -2.145 -1.083
H 1.748 -2.643 -0.504
H 1.877 -0.355 0.047
H 3.554 -0.482 0.655
H 1.890 0.768 3.038
H 3.554 0.182 3.266
H 2.446 0.193 5.407
H 2.486 -1.382 4.939
H 0.154 -0.322 4.586
*
```

Values from the calculation:
Maximum force ... 1.05 eV/Å
Energy relative to the best compared isomer or geometry (same formula, charge and spin) ... 0.171 eV
Gap between HOMO and LUMO ... 5.109 eV
HOMO energy ... -3.1 eV

***

Which of these has the lowest maximum force?
C15H28N3O8PS3

***

Copy entry 3 word for word.
Below is a structure of composition C15H28N3O8PS3, with properties calculated with ωB97M-V with the def2-TZVPD basis set.

```
! wB97M-V def2-TZVPD RIJCOSX def2/J DEFGRID3
* xyz 0 1
N 4.668 2.167 2.779
P 4.337 3.830 3.087
O 4.853 4.504 1.676
C 2.560 3.863 2.663
C 2.058 3.378 1.497
C 0.663 3.366 1.198
C -0.266 3.830 2.070
C -1.737 3.736 1.767
C -2.269 2.295 1.766
C -2.416 1.604 3.123
O -1.453 2.012 4.087
C 0.222 4.396 3.276
N -0.527 4.966 4.232
S 0.483 5.440 5.371
N 1.888 4.986 4.766
C 1.627 4.417 3.581
H 3.948 1.707 2.232
H 4.726 1.689 3.672
H 5.739 4.858 1.812
H 2.759 2.990 0.764
H 0.337 2.948 0.252
H -2.304 4.406 2.412
H -1.865 4.096 0.741
H -3.268 2.329 1.318
H -1.630 1.705 1.112
H -2.326 0.526 2.957
H -3.408 1.796 3.536
H -0.751 1.356 4.120
O -0.593 -0.364 0.602
S -0.176 -1.733 0.521
O 0.147 -2.433 1.727
O 1.039 -1.825 -0.493
C 2.159 -0.931 -0.281
C 3.030 -1.330 0.891
C -1.330 -2.670 -0.412
H 1.779 0.087 -0.173
H 2.718 -0.982 -1.212
H 2.497 -1.240 1.837
H 3.908 -0.683 0.925
H 3.358 -2.365 0.791
H -1.556 -2.149 -1.337
H -2.222 -2.767 0.204
H -0.900 -3.648 -0.611
O -4.008 -3.764 -4.638
S -2.726 -4.081 -4.091
O -1.876 -3.035 -3.606
O -1.925 -4.968 -5.130
C -1.773 -4.457 -6.479
C -0.762 -3.335 -6.577
C -2.901 -5.302 -2.836
H -2.752 -4.155 -6.852
H -1.448 -5.322 -7.053
H -1.095 -2.446 -6.045
H -0.616 -3.073 -7.625
H 0.194 -3.641 -6.153
H -3.523 -6.108 -3.213
H -3.380 -4.812 -1.991
H -1.914 -5.662 -2.557
*
```

Values from the calculation:
Maximum force ... 0.57 eV/Å
Gap between HOMO and LUMO ... 8.282 eV
HOMO energy ... -8.4 eV

***

Copy entry 4 word for word.
Below is a structure of composition C15H28N5O4PRbS2Se2 at a distorted geometry, with properties calculated with ωB97M-V with the def2-TZVPD basis set.

```
! wB97M-V def2-TZVPD RIJCOSX def2/J DEFGRID3
* xyz -1 1
Rb -0.938 -0.580 0.725
C 0.527 3.924 5.763
S 0.089 2.201 6.038
C -0.688 1.822 4.512
S -1.108 0.127 4.283
N -0.945 2.761 3.687
N -1.410 2.344 2.445
C -2.333 3.082 1.978
C -2.833 2.932 0.601
C -3.762 3.848 0.118
C -4.143 3.767 -1.213
C -3.573 2.792 -2.010
C -2.658 1.912 -1.437
N -2.309 1.967 -0.159
H 1.034 4.254 6.668
H -0.363 4.526 5.595
H 1.193 4.024 4.909
H -2.739 3.908 2.564
H -4.162 4.613 0.770
H -4.861 4.468 -1.621
H -3.817 2.705 -3.060
H -2.149 1.154 -2.025
O -0.149 -3.938 -5.675
C -0.522 -2.621 -5.263
C 0.067 -2.273 -3.878
C 1.592 -2.394 -4.072
O 2.412 -1.925 -3.020
C -0.545 -3.285 -2.902
Se -0.267 -3.230 -0.949
C -0.433 -0.834 -3.632
Se 0.433 0.336 -2.294
H -0.626 -4.139 -6.482
H -1.614 -2.541 -5.206
H -0.159 -1.893 -5.997
H 1.849 -1.848 -4.993
H 1.839 -3.444 -4.237
H 2.026 -1.051 -2.754
H -0.258 -4.280 -3.238
H -1.629 -3.215 -3.033
H -1.492 -0.914 -3.365
H -0.381 -0.286 -4.576
N 2.724 -2.242 -0.200
C 2.589 -0.988 0.581
P 2.103 -1.525 2.286
O 3.067 -2.628 2.601
O 0.621 -1.712 2.331
C 2.496 -0.086 3.360
N 2.103 -0.467 4.722
H 3.164 -2.942 0.404
H 3.227 -2.145 -1.083
H 1.748 -2.643 -0.504
H 1.877 -0.355 0.047
H 3.554 -0.482 0.655
H 1.890 0.768 3.038
H 3.554 0.182 3.266
H 2.446 0.193 5.407
H 2.486 -1.382 4.939
H 0.154 -0.322 4.586
*
```

Values from the calculation:
Maximum force ... 1.05 eV/Å
Energy relative to the best compared isomer or geometry (same formula, charge and spin) ... 0.171 eV
Gap between HOMO and LUMO ... 5.109 eV
HOMO energy ... -3.1 eV

***

Which formula does entry 3 have?
C15H28N3O8PS3